1.
ORCA calculation (wB97M-V/def2-TZVPD) on a structure of composition C10H5BLiNO11 at a distorted geometry.

```
29
Properties=species:S:1:pos:R:3:lowdin_charge:R:1
C 0.920 -3.683 0.079 -0.090
C 1.580 2.230 -2.709 -1.005
H -0.669 -2.445 -0.658 0.115
O 1.402 1.203 -3.507 -0.287
N 1.181 -1.560 -0.942 0.026
Li 0.724 0.061 -2.003 0.623
H 3.055 -0.898 -1.306 0.122
O -3.143 2.672 -1.828 0.151
C -2.571 2.231 -0.874 -0.399
O -1.281 0.717 0.350 0.228
C -2.636 1.487 3.433 -0.396
H 0.227 -4.436 0.436 0.098
C 2.278 -3.849 0.184 -0.092
O -2.665 2.593 0.375 0.242
O -1.016 3.120 4.271 0.116
C -1.418 2.451 3.354 -0.405
O -1.511 0.254 -1.840 0.101
C -1.676 0.988 -0.901 -0.365
H 2.660 -4.720 0.703 0.097
C 2.508 -1.746 -0.906 -0.109
O 1.858 3.407 -3.111 -0.167
O -0.955 2.423 2.125 0.240
O -2.874 1.091 2.198 0.228
C 0.398 -2.550 -0.518 -0.118
O 1.432 1.936 -1.452 -0.241
B -1.920 1.678 1.252 -0.863
O -3.181 1.109 4.434 0.116
H 4.181 -2.875 -0.248 0.097
C 3.110 -2.887 -0.394 -0.062
```

Values from the calculation:
Multiplicity: 1
Charge: -2
E_tot (eV): -35353.953



2.
ORCA calculation (wB97M-V/def2-TZVPD) on the molecule C4H8N4 at a distorted geometry.

```
16
Properties=species:S:1:pos:R:3:lowdin_charge:R:1
C -2.358 -1.102 -0.419 -0.246
H 0.423 0.723 -1.750 0.087
H 0.844 1.102 1.198 0.099
H 0.972 -1.304 0.110 0.102
N -2.588 -0.298 0.683 0.070
H 2.417 -0.852 1.193 0.064
C -1.619 0.574 0.597 -0.186
H 2.245 1.477 0.057 0.066
H -3.179 -1.796 -0.693 0.114
N 0.162 1.172 -0.880 0.067
C 1.887 -0.612 0.282 -0.136
C 1.483 0.807 0.310 -0.124
N -0.808 0.317 -0.433 -0.255
H -1.409 1.359 1.191 0.089
N -1.259 -0.862 -1.070 0.102
H 2.789 -0.706 -0.376 0.086
```

Values from the calculation:
SMILES: CCNn1cncn1
Multiplicity: 1
Relative energy (zero: lowest compared OMol25 entry of this formula, charge and spin) (kJ/mol): 295.0
Charge: 0



3.
ORCA calculation (wB97M-V/def2-TZVPD) on the molecule C4H5N3O at a distorted geometry.

```
13
Properties=species:S:1:pos:R:3:lowdin_charge:R:1
H -2.409 0.355 -2.405 0.139
H -1.630 2.167 -1.861 0.096
C 1.958 -0.691 1.957 -0.187
N 2.007 0.031 0.862 0.122
H -0.695 1.029 -2.846 0.058
C 0.627 -0.060 0.403 -0.331
C -1.464 1.057 -2.079 -0.060
H -0.951 -1.582 1.117 0.112
H 2.763 -0.791 2.738 0.126
O -1.097 0.239 -0.885 -0.202
N 0.753 -1.364 2.216 0.074
C -0.017 -1.082 1.252 -0.074
N 0.153 0.693 -0.471 0.127
```

Values from the calculation:
SMILES: CO/N=C1\C=NC=N1
Multiplicity: 1
Relative energy (zero: lowest compared OMol25 entry of this formula, charge and spin) (kJ/mol): 441.9
Charge: 0



4.
ORCA calculation (wB97M-V/def2-TZVPD) on the molecule C4H9N3S at a distorted geometry.

```
17
Properties=species:S:1:pos:R:3:lowdin_charge:R:1
H 0.216 -1.339 -2.086 0.076
H 1.652 -0.317 -1.924 0.072
C -0.214 0.840 -1.962 -0.258
C -0.633 0.968 -0.503 -0.139
C -0.228 -0.425 2.699 -0.947
N -0.697 0.304 1.637 -0.078
H 1.010 -1.585 1.350 0.105
H 0.365 1.723 -2.284 0.108
H 0.997 -1.966 3.107 0.086
H 0.747 -0.299 -3.508 0.089
N -0.186 0.165 0.382 0.035
H -1.042 1.240 1.907 0.128
N 0.652 -1.432 2.314 0.073
H -1.325 1.811 -0.333 0.123
H -1.104 0.791 -2.627 0.111
C 0.636 -0.346 -2.375 -0.149
S -0.845 -0.133 4.206 0.562
```

Values from the calculation:
SMILES: CC/C=N/NC(N)=S
Multiplicity: 1
Relative energy (zero: lowest compared OMol25 entry of this formula, charge and spin) (kJ/mol): 81.7
Charge: 0



5.
ORCA calculation (wB97M-V/def2-TZVPD) on the molecule C4H6N2O.

```
13
Properties=species:S:1:pos:R:3:lowdin_charge:R:1
N -0.746 0.879 1.341 0.008
H 1.798 -0.099 -2.001 0.095
H 2.349 -0.672 -0.537 0.090
H -0.920 0.856 -1.971 0.096
O -1.275 -1.130 0.618 -0.184
C 0.280 0.112 0.994 -0.045
H -1.150 0.685 2.251 0.124
H 0.952 -0.364 1.710 0.143
C -0.658 0.611 -0.948 -0.068
C -1.673 0.511 0.184 -0.087
C 0.539 0.247 -0.460 -0.333
H -1.299 -1.679 -0.182 0.061
N 1.803 0.042 -1.000 0.102
```

Values from the calculation:
SMILES: Nc1c[nH]c(O)c1
Multiplicity: 1
Relative energy (zero: lowest compared OMol25 entry of this formula, charge and spin) (kJ/mol): 596.0
Charge: 0



6.
ORCA calculation (wB97M-V/def2-TZVPD) on the molecule C24H32N2O4.

```
62
Properties=species:S:1:pos:R:3:lowdin_charge:R:1
H -0.143 -0.852 0.039 0.109
C 0.124 1.694 3.333 -0.255
H -1.171 2.225 -1.605 0.064
H -2.223 -3.001 -2.340 0.138
H -2.319 -2.511 -4.686 0.119
H -1.758 1.327 4.292 0.109
H -2.213 -2.769 1.203 0.115
C 0.463 -2.227 1.588 -0.098
N 1.136 -0.925 3.497 0.068
C 1.227 1.191 -2.969 -0.005
O -2.258 2.723 0.087 -0.079
C -2.789 -1.475 -0.412 -0.098
C -2.026 1.978 2.283 -0.013
H 1.205 2.243 -3.204 0.119
O 2.519 -0.984 1.721 0.036
C 1.992 0.767 -1.880 -0.276
C 2.028 -0.585 -1.563 -0.018
H 2.687 0.397 3.563 0.114
H -1.047 3.939 -1.084 0.096
C -0.245 -2.056 -4.233 -0.134
H -1.313 -3.055 -0.285 0.106
H -2.006 -0.804 -4.276 0.116
H -3.104 1.950 2.324 0.117
H 1.799 2.142 2.082 0.112
C -1.418 2.377 1.091 -0.282
H 4.421 0.786 -0.691 0.102
H 2.272 -0.310 5.138 0.119
C 1.479 -1.321 2.254 -0.490
H 0.290 1.045 5.357 0.108
O 2.657 1.745 -1.203 -0.097
H -0.010 -2.869 2.335 0.117
H 0.016 -3.079 -3.950 0.110
O -2.189 0.129 -2.107 0.071
C -0.602 -1.389 0.871 -0.179
H 1.335 -2.535 -2.065 0.112
C 1.859 0.103 4.211 -0.169
H -3.049 -0.578 0.151 0.119
C -1.264 1.635 3.380 -0.053
N -2.170 -2.051 -2.670 0.068
H -1.011 -0.644 1.558 0.107
H 0.227 -1.172 3.856 0.146
C 0.553 -1.076 -3.417 -0.251
C -1.707 3.069 -1.165 -0.082
H -3.691 -2.081 -0.533 0.119
C -1.752 -1.838 -4.035 -0.173
C -1.732 -2.274 0.354 -0.195
C 0.723 2.086 2.144 -0.025
H 4.001 2.283 0.178 0.094
C 0.953 1.301 4.527 -0.133
H 3.158 0.756 0.562 0.053
H 1.582 2.135 4.845 0.118
H -0.052 0.626 -4.570 0.120
H 0.982 -2.855 0.863 0.121
H 0.481 2.694 0.121 0.100
H -2.558 3.314 -1.797 0.097
C 0.526 0.280 -3.726 -0.040
H 2.594 -0.942 -0.719 0.093
C -2.333 -1.033 -1.794 -0.489
H -0.020 -1.929 -5.294 0.116
C 1.302 -1.486 -2.327 -0.040
C -0.027 2.413 1.028 0.005
C 3.606 1.355 -0.233 -0.080
```

Values from the calculation:
SMILES: COc1ccc(CCNC(=O)CCCCC(=O)NCCc2ccc(OC)cc2)cc1
Multiplicity: 1
Relative energy (zero: lowest compared OMol25 entry of this formula, charge and spin) (kJ/mol): 79.0
Charge: 0



7.
ORCA calculation (wB97M-V/def2-TZVPD) on a cluster of 2 separate species, C4H2N3P in total at a distorted geometry.

```
10
Properties=species:S:1:pos:R:3:lowdin_charge:R:1
C 0.048 0.421 0.256 -0.502
N -0.097 2.481 -1.218 0.229
C -0.079 1.525 -0.577 -0.252
P 1.373 -0.810 -0.025 0.885
H 2.317 -0.213 0.823 -0.079
N -1.320 0.252 2.397 0.221
H 1.883 -0.156 -1.148 -0.075
C -0.720 0.329 1.421 -0.295
N -1.984 -2.295 -1.279 0.022
C -1.420 -1.535 -0.651 -0.153
```

Values from the calculation:
Multiplicity: 1
Relative energy (zero: lowest compared OMol25 entry of this formula, charge and spin) (kJ/mol): 348.7
Charge: 0



Which formula does entry 5 have?
C4H6N2O